ORCA calculation (ωB97M-V/def2-TZVPD) on an isolated molecule of CH3Br2O2P at a distorted geometry.

Properties
Structure (SMILES)   COP(=O)(Br)Br
DFT total energy   -154555.4463 eV
Max |F|   6.02 eV Å⁻¹
E_HOMO   -10.82 eV

```
9
Properties=species:S:1:pos:R:3:forces:R:3
C -0.282937 0.145830 -0.058346 0.54 -2.01 0.82
O -1.602524 0.520006 -0.064100 -5.11 -2.98 -1.14
P -2.939300 -0.864969 -0.239629 5.13 2.08 0.36
O -4.259478 -0.322515 -0.231384 -1.50 0.53 0.27
Br -2.321602 -2.248357 1.386558 -0.32 0.51 -0.63
Br -2.416573 -1.889732 -2.114610 0.02 0.25 0.54
H 0.259108 0.955335 -0.418097 1.13 1.53 -0.73
H 0.021628 -0.750732 -0.630948 -0.51 0.27 -0.09
H -0.015055 -0.038078 0.966079 0.61 -0.18 0.60
```
Forces are in eV/Å.